[1]
{"formula": "C17H45BO17P3S", "method": "ωB97M-V/def2-TZVPD", "lumo_ha": -0.023, "max_force_ev_per_a": 8.1, "gap_ha": 0.151, "de_lowest_kcal_mol": 114.9, "multiplicity": 1, "charge": -1, "e_tot_ha": -3400.89197, "symbols": ["S", "P", "P", "P", "O", "O", "O", "O", "O", "O", "O", "O", "O", "O", "O", "O", "O", "O", "O", "O", "O", "C", "C", "C", "C", "C", "C", "C", "C", "C", "C", "C", "C", "C", "C", "C", "C", "C", "B", "H", "H", "H", "H", "H", "H", "H", "H", "H", "H", "H", "H", "H", "H", "H", "H", "H", "H", "H", "H", "H", "H", "H", "H", "H", "H", "H", "H", "H", "H", "H", "H", "H", "H", "H", "H", "H", "H", "H", "H", "H", "H", "H", "H", "H"], "xyz": [[2.4256, 0.0697, 5.3217], [-0.6112, -5.5438, 2.0772], [-3.4826, -1.6701, -2.4829], [2.2547, 5.9397, -2.7888], [3.0646, 4.7610, -3.5985], [0.4612, 1.0539, -0.4119], [-0.6906, -4.1700, 2.6142], [0.8157, 5.1499, -2.8474], [2.5383, 5.9530, -1.3362], [0.9852, 0.3365, 3.0300], [3.2513, 7.1276, -3.3728], [1.4482, -0.9855, 5.5143], [2.7747, 0.7917, 6.5385], [-2.0895, -6.2186, 1.8036], [-0.3576, -6.4604, 3.4303], [-4.1371, -0.7072, -3.6467], [0.9723, 2.3059, 4.1390], [-1.9823, -1.6462, -2.4461], [-0.3200, -5.2612, 0.4805], [-3.7071, -0.4958, -1.3191], [-3.5387, -3.0234, -3.4728], [3.2894, 4.9152, -5.0016], [-2.8247, 0.6324, -1.3710], [-3.1274, -2.8598, -4.8232], [3.9545, -0.7286, 4.7433], [-5.4891, -0.2606, -3.4903], [1.5896, 3.6358, 2.3057], [-2.1988, -7.6423, 1.7640], [1.2242, 0.9921, 0.7945], [0.8290, 3.7460, -2.5566], [4.5612, 7.1651, -2.8092], [0.4090, 1.2393, 2.0892], [-1.1155, -6.0839, 4.5810], [1.0683, 0.2680, -1.4222], [-1.0097, 0.6921, 1.8879], [-1.0633, -0.8172, 1.5595], [0.5384, 2.6301, 2.8289], [-1.3909, -4.7095, -0.2843], [1.8624, 1.1927, 3.8537], [4.5471, 7.7059, -1.8657], [-0.8621, -1.0474, 0.5108], [2.8362, 1.3955, 3.1375], [-3.9659, -2.5402, -5.4430], [-6.0335, -0.8470, -2.7493], [-2.0771, -1.1872, 1.7399], [-2.6509, -7.9980, 2.6907], [1.9220, 4.2099, 3.1679], [0.8532, -0.7817, -1.2069], [-0.6236, -5.2643, 5.0999], [-2.8408, -7.9153, 0.9267], [3.7744, -1.7952, 4.6546], [-0.9468, -4.1746, -1.1219], [-2.3117, -2.1429, -4.9058], [-5.9953, -0.3527, -4.4505], [-1.9921, -4.0182, 0.3048], [-0.1605, 3.4766, -2.1941], [4.7567, -0.5098, 5.4419], [-3.3048, 1.4567, -0.8424], [-0.4072, 3.1790, 2.7978], [0.6328, 0.5602, -2.3761], [-0.4189, -1.4250, 2.1868], [1.1819, 4.3598, 1.5935], [3.0907, 3.9611, -5.4883], [-1.8911, 0.4038, -0.8652], [5.1945, 7.6996, -3.5178], [4.3296, 5.1937, -5.1746], [-2.7892, -3.8358, -5.1690], [1.0283, 3.1808, -3.4674], [-2.6437, 0.9379, -2.4022], [1.5658, 3.4929, -1.7974], [2.1478, 0.4495, -1.4369], [-2.0225, -5.5077, -0.6774], [-1.1470, -6.9548, 5.2362], [2.6420, 5.6748, -5.4418], [-1.5752, 0.8454, 2.8087], [4.9593, 6.1625, -2.6585], [-1.2301, -8.1267, 1.6351], [4.2068, -0.3029, 3.7750], [2.4717, 3.1861, 1.8628], [-1.5538, 1.2118, 1.0958], [1.6773, 0.0064, 0.9202], [-2.1324, -5.7999, 4.3128], [2.0683, 1.6780, 0.6615], [-5.4916, 0.7853, -3.1839]], "atomic_forces_ev_per_a": [[-0.41, 0.01, 0.44], [-5.03, 3.49, 1.22], [5.88, 4.04, -3.74], [3.59, -4.03, 3.20], [-0.16, 0.25, -0.24], [-0.12, 0.16, -0.19], [0.44, -0.46, -0.05], [-0.47, 3.03, -1.37], [-0.27, 0.52, -0.43], [0.36, -0.02, 0.00], [-2.94, 0.62, -1.49], [-0.09, -0.60, -0.04], [0.49, 0.45, 0.10], [0.27, -0.30, -0.09], [2.18, -1.26, -2.28], [-0.74, -0.49, 0.20], [-0.02, 0.22, 0.27], [-0.29, -0.50, 0.52], [2.50, -1.94, 1.12], [-2.96, -2.24, 0.91], [-2.03, -1.14, 2.38], [0.03, -0.12, 0.17], [0.63, 0.30, -0.01], [-0.37, 0.29, -0.49], [-0.10, 0.21, -0.14], [0.15, 0.16, -0.04], [-0.31, 0.30, -0.49], [-0.09, 0.20, 0.00], [0.36, 0.49, -0.10], [0.17, -0.72, -0.25], [0.31, 0.05, 0.38], [0.24, -1.37, 0.08], [-0.11, 0.37, 0.42], [-0.31, 0.33, 0.58], [-0.41, -0.19, -0.15], [-0.35, 0.09, 0.07], [0.84, 0.52, -0.46], [-0.59, -0.08, -0.37], [-0.77, -0.73, -0.99], [-0.05, -0.13, 0.06], [0.22, 0.14, -0.05], [0.50, 0.49, 0.57], [0.06, 0.05, -0.03], [-0.05, 0.05, 0.00], [-0.07, 0.07, 0.01], [0.05, -0.06, 0.02], [-0.03, 0.00, 0.08], [0.20, -0.16, -0.26], [-0.06, 0.10, -0.12], [-0.02, 0.05, -0.01], [-0.06, -0.05, 0.03], [0.20, 0.01, 0.14], [0.00, 0.01, 0.13], [0.05, -0.04, -0.02], [0.13, 0.01, 0.10], [-0.03, 0.29, 0.06], [-0.06, 0.00, 0.16], [-0.30, -0.24, 0.07], [-0.26, -0.33, 0.52], [-0.05, -0.11, -0.09], [0.18, 0.17, 0.08], [-0.07, -0.17, -0.18], [0.00, -0.03, 0.05], [0.07, -0.08, -0.17], [-0.18, 0.01, -0.11], [-0.01, 0.06, -0.04], [-0.04, -0.08, 0.21], [0.07, 0.03, 0.04], [0.04, -0.13, -0.01], [-0.01, 0.15, 0.04], [0.07, -0.11, -0.14], [-0.02, 0.02, 0.08], [0.12, -0.09, -0.17], [0.03, -0.01, -0.06], [0.17, 0.12, 0.15], [-0.09, -0.02, 0.05], [-0.04, -0.07, 0.01], [-0.02, -0.05, -0.09], [0.03, -0.07, 0.03], [0.12, 0.30, 0.04], [-0.31, -0.20, -0.08], [0.06, 0.06, -0.08], [-0.04, 0.09, 0.23], [-0.03, -0.02, 0.08]]}

***

[2]
{"formula": "C10H16Cl3FOSn", "method": "ωB97M-V/def2-TZVPD", "lumo_ha": [0.186, 0.166], "max_force_ev_per_a": 4.8, "gap_ha": [0.229, 0.173], "de_lowest_kcal_mol": 0.0, "multiplicity": 1, "charge": -2, "e_tot_ha": -2160.68930, "symbols": ["Sn", "Cl", "Cl", "Cl", "F", "O", "C", "C", "C", "C", "C", "C", "C", "C", "C", "C", "H", "H", "H", "H", "H", "H", "H", "H", "H", "H", "H", "H", "H", "H", "H", "H"], "xyz": [[0.8583, 1.2029, 3.0213], [-3.5581, -0.3233, 2.3595], [-0.9123, 2.8436, 2.6902], [0.4932, -1.1428, 2.7465], [0.9553, 1.2963, 5.2979], [2.3692, 1.7357, 1.8956], [-0.8567, 2.2110, -1.0380], [-0.4468, 0.8289, -0.9050], [0.8990, 0.3246, -0.9083], [-0.9939, -2.8275, -0.2986], [-0.4933, -1.4499, -0.5594], [2.1183, 1.1555, -1.1441], [0.8701, -1.0644, -0.6757], [2.0567, -1.9394, -0.6023], [-1.3029, -0.3185, -0.7739], [-2.7751, -0.2821, -0.8492], [-1.0522, 2.4657, -2.0895], [2.1783, 1.9980, -0.4609], [-1.2880, -3.3062, -1.2331], [-1.8672, -2.7674, 0.3529], [-0.0873, 2.9047, -0.6770], [3.0159, 0.5394, -1.0433], [2.3017, -2.3109, -1.6117], [2.0904, 2.7754, 1.7063], [-1.7838, 2.3860, -0.4743], [-3.1859, -1.0367, -0.1789], [-3.1346, -0.4427, -1.8756], [-0.2213, -3.4395, 0.1664], [1.8714, -2.8239, 0.0119], [2.9333, -1.3974, -0.2326], [-3.1469, 0.6599, -0.4559], [2.0952, 1.5448, -2.1614]], "atomic_forces_ev_per_a": [[-1.33, -0.50, 3.18], [-0.26, -0.13, 0.06], [-0.16, 0.47, -0.35], [0.09, -0.73, -0.23], [0.25, 0.04, -1.46], [0.15, 4.58, -1.52], [-0.45, 1.12, 0.06], [1.14, -2.27, -0.11], [0.39, -0.76, 0.38], [0.01, 0.29, 0.04], [-2.60, 1.07, -0.47], [-0.18, -0.25, -0.18], [1.01, 2.73, -0.34], [0.25, -0.38, -0.31], [0.94, -1.32, 0.37], [-0.23, -0.24, 0.25], [-0.04, 0.00, -0.01], [0.16, -0.01, 0.09], [-0.11, -0.21, -0.14], [0.03, -0.15, 0.08], [-0.16, -0.13, -0.01], [0.01, 0.26, 0.08], [0.07, 0.00, 0.12], [1.25, -3.80, 0.61], [0.26, 0.08, -0.12], [-0.22, 0.03, -0.09], [-0.06, 0.07, 0.03], [-0.09, -0.06, 0.12], [0.10, 0.16, 0.12], [-0.16, -0.19, 0.07], [-0.22, 0.07, -0.07], [0.17, 0.17, -0.29]]}

***

[3]
{"formula": "C25H41F5P2Y", "method": "ωB97M-V/def2-TZVPD", "lumo_ha": -0.127, "max_force_ev_per_a": 10.1, "gap_ha": 0.146, "de_lowest_kcal_mol": 0.0, "multiplicity": 1, "charge": 1, "e_tot_ha": -2196.98526, "symbols": ["Y", "P", "P", "F", "F", "F", "F", "F", "C", "C", "C", "C", "C", "C", "C", "C", "C", "C", "C", "C", "C", "C", "C", "C", "C", "C", "C", "C", "C", "C", "C", "C", "C", "H", "H", "H", "H", "H", "H", "H", "H", "H", "H", "H", "H", "H", "H", "H", "H", "H", "H", "H", "H", "H", "H", "H", "H", "H", "H", "H", "H", "H", "H", "H", "H", "H", "H", "H", "H", "H", "H", "H", "H", "H"], "xyz": [[-1.0153, -0.4019, -0.5489], [-2.5536, 0.8665, 2.3930], [1.3940, 0.7921, -3.3008], [-1.3861, -4.8857, -0.9499], [0.3202, -3.5582, -1.2884], [-1.8414, -3.0931, 1.4798], [0.0769, -4.5595, 0.6532], [-2.6192, -2.6803, -0.5641], [0.5774, -0.3741, -2.1455], [0.3643, -0.0769, 3.8329], [-2.7760, 2.5445, 3.0604], [-0.8871, -0.0675, -2.6970], [2.0001, 1.7324, 1.8121], [2.6147, -1.9427, 1.5212], [-1.4264, -2.8123, 0.2019], [2.0405, 0.2541, 1.8851], [2.4030, 1.9258, -2.3777], [2.8718, -0.6056, 1.1225], [-0.8289, 2.6383, -2.8574], [1.6583, -1.9042, 2.5737], [3.2451, -3.1583, 0.9965], [2.0785, -0.1489, -4.6300], [-0.6151, -3.9478, -0.3485], [3.8821, -0.2137, 0.1127], [-2.2306, 1.2257, 0.2174], [-3.1339, 0.6672, -0.9558], [-1.1773, 2.9310, -1.3909], [-2.5402, 0.0149, -2.2589], [-0.4152, 1.2542, -3.3224], [1.2974, -0.5483, 2.7925], [1.1826, -3.0781, 3.3245], [-4.2592, 0.2573, 2.2416], [-0.8748, 1.8619, -0.2750], [-3.6992, 1.5387, -1.3168], [-4.1993, -0.8389, 2.3398], [0.7358, -3.8133, 2.6447], [1.9614, 2.2047, -1.4075], [-2.2510, 3.2933, 2.4481], [-3.8431, 2.7810, 3.1725], [-2.7887, 2.1139, 0.5446], [4.8890, -0.5413, 0.4130], [-2.2409, 3.2029, -1.3308], [-2.2838, 2.4896, 4.0482], [0.8822, -1.4339, -2.1597], [-2.9421, 0.5724, -3.1132], [2.5513, 2.8372, -2.9812], [-1.6990, 2.9225, -3.4704], [2.6846, 2.1918, 2.5448], [-4.7429, 0.5039, 1.2868], [-1.0189, -0.8493, -3.4807], [-0.0363, 3.3367, -3.1735], [2.4885, -3.9192, 0.7533], [-0.5967, 1.2079, -4.4032], [3.6683, -0.6742, -0.8629], [0.4288, -2.7935, 4.0649], [-0.6297, 3.8396, -1.0998], [-0.5482, 2.4542, 0.5964], [-0.4781, -0.7709, 3.9530], [-4.8233, 0.6681, 3.0887], [2.0991, -1.2162, -4.3502], [1.4790, -0.0066, -5.5435], [2.0097, -3.5760, 3.8504], [-3.8950, -0.0133, -0.5391], [0.8662, 0.0073, 4.8123], [3.9357, -3.6077, 1.7279], [3.3829, 1.4593, -2.1890], [3.9133, 0.8735, -0.0172], [2.2940, 2.0963, 0.8183], [0.9933, 2.1136, 2.0284], [0.0721, 1.2883, -0.5141], [-2.9214, -1.0221, -2.3631], [-0.0502, 0.9104, 3.5883], [3.1098, 0.2026, -4.8024], [3.8160, -2.9422, 0.0840]], "atomic_forces_ev_per_a": [[2.86, -7.60, 6.08], [1.18, -1.50, -1.06], [-2.74, -1.73, 4.35], [0.48, 0.32, 0.09], [-0.99, 0.07, 0.64], [0.03, -0.20, -0.64], [-0.65, 0.62, -1.21], [-0.31, -0.07, -0.46], [0.49, 0.03, 0.21], [-0.09, 0.19, 0.80], [-0.09, 0.24, -0.28], [-0.21, 0.08, -5.23], [0.33, 0.44, 0.33], [-0.71, 1.56, 0.83], [0.78, 2.36, 0.67], [-0.53, -0.47, -0.86], [1.03, 0.75, -0.58], [-0.66, -0.72, 0.24], [-0.24, 0.57, -0.47], [0.44, 1.25, -0.78], [0.37, -0.76, -0.31], [0.73, 0.17, -1.06], [0.60, -2.05, 0.42], [0.32, 0.09, -0.14], [-1.54, 2.54, 1.37], [-1.19, 0.80, 0.23], [0.43, 0.07, 0.53], [0.49, -0.50, -1.06], [0.56, 0.23, -2.58], [-0.06, -1.09, -0.86], [-0.23, -0.58, 0.22], [-0.06, -0.41, -0.13], [-0.48, 3.44, 0.66], [0.24, -0.39, 0.03], [-0.22, 0.37, -0.08], [0.05, -0.01, 0.34], [-0.06, -0.37, -0.48], [-0.17, -0.04, 0.34], [0.40, 0.21, -0.06], [0.29, -0.09, -0.47], [-0.13, 0.14, -0.22], [0.36, -0.11, 0.07], [-0.20, 0.19, -0.40], [-0.24, 0.29, 0.14], [0.31, -0.20, 0.25], [0.15, -0.19, 0.26], [0.24, -0.03, 0.21], [-0.18, 0.16, -0.21], [-0.12, 0.09, 0.41], [-0.36, 0.86, 0.16], [-0.27, -0.26, 0.06], [0.29, 0.04, 0.02], [-0.61, 0.24, 0.04], [0.14, 0.02, -0.17], [0.07, -0.16, -0.02], [-0.20, -0.26, -0.09], [0.09, -0.34, -0.24], [0.08, 0.20, 0.08], [-0.05, -0.16, -0.29], [-0.05, 0.55, -0.05], [0.33, -0.11, 0.23], [-0.19, 0.01, 0.01], [0.39, 0.07, -0.14], [-0.23, 0.07, -0.12], [-0.08, -0.02, -0.22], [-0.27, 0.16, 0.00], [0.10, -0.06, -0.01], [0.01, 0.11, 0.08], [0.09, 0.13, 0.07], [-0.32, 0.66, 0.21], [0.31, 0.50, 0.19], [0.08, -0.08, 0.16], [-0.36, -0.22, -0.18], [-0.03, -0.16, 0.13]]}

***

[4]
{"formula": "C24H25AuClI2N2O2S", "method": "ωB97M-V/def2-TZVPD", "lumo_ha": [-0.085, -0.196], "max_force_ev_per_a": 3.2, "gap_ha": [0.306, 0.198], "de_lowest_kcal_mol": 70.8, "multiplicity": 3, "charge": 1, "e_tot_ha": -2778.57475, "symbols": ["Au", "I", "I", "Cl", "S", "O", "O", "N", "N", "C", "C", "C", "C", "C", "C", "C", "C", "C", "C", "C", "C", "C", "C", "C", "C", "C", "C", "C", "C", "C", "C", "C", "C", "H", "H", "H", "H", "H", "H", "H", "H", "H", "H", "H", "H", "H", "H", "H", "H", "H", "H", "H", "H", "H", "H", "H", "H", "H"], "xyz": [[1.5521, 0.4845, 1.0629], [-7.0097, -0.2833, 5.0952], [-4.3354, -0.2289, -0.4031], [4.4565, 0.7625, -4.3726], [0.6361, -1.8136, -5.0835], [-1.9700, -0.3709, 1.6010], [1.8429, -1.1907, -4.4108], [-0.3575, 0.4062, 3.5707], [2.1834, -0.8289, 2.4810], [1.0222, 1.7111, -2.6718], [-2.9051, 0.5688, 3.5684], [2.5055, -1.7108, 4.7344], [-0.0016, -0.8139, -6.4764], [3.3992, -1.3888, 2.1737], [0.7068, 1.8796, -0.1678], [1.5052, 1.9579, -1.3490], [-1.3371, -0.1764, -6.0840], [0.4642, -0.3457, 4.4238], [-5.2780, 0.0437, 3.9052], [-1.9429, -0.9248, -4.8364], [1.9277, 1.5048, -3.7322], [-4.0234, 0.5052, 4.4295], [-4.3281, 0.0552, 1.6377], [3.7592, 2.1378, -2.1869], [4.1224, -2.2136, 3.0375], [-1.5650, 0.9787, 4.0811], [3.3262, 1.5378, -3.3753], [-0.8563, -1.5712, -3.9855], [3.6620, -2.3577, 4.3349], [2.8483, 2.3118, -1.1819], [-5.4003, 0.1351, 2.5143], [-2.9493, 0.0938, 2.2110], [1.7444, -0.9593, 3.7891], [-1.5910, 1.0980, 5.1876], [3.7991, -1.0361, 1.2085], [0.0002, -1.2789, 4.7787], [3.0859, 2.7242, -0.2118], [-1.1522, -2.5290, -3.5623], [4.8414, 2.1972, -1.9819], [-2.0351, -0.2593, -6.9491], [0.8193, 0.2298, 5.3220], [2.1156, -1.8636, 5.7680], [-0.3433, 1.5265, -0.3144], [4.2062, -2.8907, 5.0755], [-2.5442, -1.8287, -5.2161], [5.0281, -2.6819, 2.6731], [-6.4443, 0.1466, 2.1584], [1.6250, 1.2833, -4.7294], [-1.4426, 1.9858, 3.7499], [0.8498, -0.1116, -6.5086], [0.0499, -1.4674, -7.3701], [-0.5928, -0.9427, -3.1146], [-0.0493, 1.6562, -2.7930], [-2.5954, -0.2010, -4.3018], [0.7361, 2.7675, 0.4697], [-1.1540, 0.8550, -5.8276], [-0.5883, -0.0421, 2.6528], [-4.0288, 0.7671, 5.5022]], "atomic_forces_ev_per_a": [[-0.72, 0.37, -0.06], [1.08, 0.21, -0.58], [-0.49, 0.10, 0.02], [0.08, 0.25, -0.29], [0.26, -1.23, 1.24], [-0.47, 0.68, -0.10], [-1.02, 0.08, -0.70], [0.34, -0.72, -1.92], [1.09, -0.74, 2.92], [1.33, -0.52, -0.94], [-0.43, -0.86, 2.15], [-0.75, 0.02, -0.72], [1.09, 0.14, 0.70], [-0.14, 0.05, 0.17], [-1.78, 0.28, -0.66], [-0.87, -0.01, -0.53], [-0.36, -1.11, -0.24], [1.23, -1.27, 0.06], [1.03, 1.75, 0.42], [-0.92, -1.16, -1.40], [-0.02, 0.56, 2.73], [-0.13, -0.65, -0.59], [0.61, 0.27, 1.20], [0.86, -0.88, 0.46], [-0.44, 0.79, -0.93], [-0.07, 1.50, 1.37], [-1.07, 0.09, -0.43], [0.44, 1.18, 0.23], [-0.65, 0.60, 0.08], [0.62, 0.72, -0.02], [-1.32, -1.04, -1.67], [-1.62, -1.00, -0.65], [0.76, -0.11, 0.05], [0.20, -0.52, -0.58], [-0.22, -0.81, 0.47], [-0.33, 0.13, 0.46], [0.50, -0.09, 0.04], [0.07, -0.11, -0.28], [-0.70, 0.24, -0.27], [0.38, 0.41, 0.75], [-0.42, -0.37, -0.80], [0.36, 0.40, -1.00], [0.74, 0.43, -0.04], [0.46, -0.60, 0.30], [0.34, 1.67, 0.40], [0.00, 0.13, 0.15], [0.73, -0.24, -0.27], [-0.10, -0.18, -0.34], [-0.53, 1.41, -0.12], [-0.51, 0.07, -0.55], [-0.35, 0.44, 0.55], [0.42, -0.17, -0.55], [-0.06, -0.14, -0.26], [0.30, -0.80, -0.13], [0.24, -0.05, 0.17], [-0.16, 0.42, -0.06], [0.46, 0.24, 1.25], [0.64, -0.24, -0.69]]}